Entry from OMol25: a 14-piece molecular cluster, C84H201N5O27 overall in a non-equilibrium geometry (the ωB97M-V functional and the def2-TZVPD basis).

Last column: Mulliken charge in e.
CARTESIAN COORDINATES (ANGSTROEM)
C: -30.207 -0.356 -5.386  -0.343
C: -29.294 0.383 -6.386  -0.146
N: -29.750 0.247 -7.715  0.419
C: -29.628 -1.068 -8.285  -0.085
C: -30.527 -1.310 -9.509  -1.487
C: -29.170 1.302 -8.611  -0.324
C: -27.782 0.927 -9.134  -1.139
H: -31.269 -0.049 -5.596  0.624
H: -29.915 -0.086 -4.368  -0.477
H: -30.181 -1.453 -5.411  0.339
H: -29.238 1.405 -6.106  -0.713
H: -28.264 0.040 -6.282  0.331
H: -28.603 -1.304 -8.621  0.355
H: -29.946 -1.813 -7.488  0.136
H: -31.561 -1.153 -9.165  0.312
H: -30.333 -0.680 -10.383  0.304
H: -30.450 -2.340 -9.850  0.428
H: -29.163 2.221 -8.008  0.266
H: -29.806 1.460 -9.473  0.381
H: -27.786 0.080 -9.850  0.354
H: -27.043 0.642 -8.342  0.197
H: -27.318 1.784 -9.633  0.402
C: -30.689 2.784 -3.137  1.194
C: -31.124 3.766 -4.208  -1.038
N: -30.753 5.164 -4.009  1.168
C: -31.048 5.959 -5.229  -0.781
C: -32.459 5.843 -5.727  -1.438
C: -29.335 5.360 -3.588  1.136
C: -29.135 6.763 -3.060  -1.233
H: -29.622 2.820 -3.056  -0.221
H: -31.094 1.784 -3.437  -0.182
H: -31.075 3.070 -2.165  -1.041
H: -30.673 3.421 -5.143  0.291
H: -32.216 3.703 -4.307  0.314
H: -30.860 7.030 -5.075  0.395
H: -30.310 5.632 -5.985  0.590
H: -33.181 6.037 -4.942  0.193
H: -32.623 6.515 -6.570  0.426
H: -32.658 4.892 -6.184  0.380
H: -28.681 5.171 -4.503  -0.100
H: -29.050 4.671 -2.770  -0.998
H: -28.995 7.468 -3.881  0.456
H: -28.337 6.833 -2.353  0.148
H: -30.091 6.979 -2.519  -0.014
C: -26.688 2.908 -1.144  0.893
C: -25.606 3.953 -1.205  -1.623
N: -26.169 5.306 -1.344  1.469
C: -26.609 5.883 -0.079  0.440
C: -25.509 6.334 0.918  -1.324
C: -25.217 6.126 -2.071  -0.910
C: -25.458 5.962 -3.580  -0.763
H: -27.334 3.103 -0.274  -0.470
H: -26.368 1.881 -1.089  0.111
H: -27.336 2.985 -1.990  -0.219
H: -24.993 3.794 -0.285  0.073
H: -25.001 3.746 -2.073  0.816
H: -27.336 6.737 -0.249  0.062
H: -27.302 5.221 0.410  -0.883
H: -24.755 6.936 0.435  0.435
H: -25.949 6.846 1.806  0.322
H: -25.022 5.424 1.338  0.142
H: -24.182 5.902 -1.829  0.500
H: -25.406 7.184 -1.835  0.460
H: -26.519 6.207 -3.766  -0.013
H: -25.302 4.951 -3.945  0.021
H: -24.879 6.669 -4.203  0.494
C: -26.996 6.138 5.947  -0.796
C: -26.716 4.660 6.177  -0.631
N: -26.924 3.718 5.101  0.117
C: -26.190 4.079 3.880  0.246
C: -26.018 2.908 2.973  -0.392
C: -28.326 3.540 4.796  2.989
C: -28.932 2.431 5.652  -1.659
H: -26.786 6.766 6.819  0.561
H: -28.027 6.298 5.623  0.011
H: -26.365 6.594 5.162  0.179
H: -25.716 4.496 6.587  0.406
H: -27.380 4.397 7.000  0.353
H: -25.173 4.384 4.093  0.814
H: -26.656 4.960 3.386  -0.731
H: -25.318 2.211 3.525  0.385
H: -25.703 3.208 1.967  -0.071
H: -26.929 2.321 2.810  -0.293
H: -28.803 4.491 4.991  -1.211
H: -28.356 3.343 3.718  -1.140
H: -30.045 2.416 5.581  0.186
H: -28.581 1.443 5.498  0.256
H: -28.711 2.681 6.704  0.428
C: -28.995 7.013 2.483  1.249
C: -29.155 8.433 3.032  -1.551
N: -30.421 9.022 2.584  1.402
C: -30.817 8.872 1.195  0.145
C: -30.004 9.810 0.244  -1.570
C: -30.703 10.339 3.248  -0.585
C: -31.950 11.025 2.843  -0.947
H: -29.922 6.477 2.688  -0.527
H: -28.134 6.544 2.950  -0.449
H: -28.826 6.998 1.414  -0.059
H: -29.171 8.478 4.122  0.432
H: -28.296 9.122 2.771  0.381
H: -30.749 7.851 0.845  -0.769
H: -31.881 9.109 1.059  0.603
H: -28.924 9.831 0.459  0.302
H: -30.191 9.422 -0.820  0.210
H: -30.318 10.851 0.137  0.296
H: -29.899 11.062 2.982  0.320
H: -30.556 10.131 4.331  0.372
H: -32.143 11.943 3.343  0.492
H: -32.817 10.371 3.028  0.030
H: -31.905 11.254 1.804  0.157
C: -26.607 2.663 -5.478  -0.486
O: -26.344 1.628 -4.511  0.528
C: -25.122 0.877 -4.631  -0.786
C: -25.005 -0.011 -3.433  0.044
O: -25.805 -1.211 -3.491  -0.574
C: -27.205 -1.014 -3.422  1.008
C: -27.756 -2.311 -2.995  -0.038
O: -27.336 -2.665 -1.707  -0.195
C: -27.612 -4.031 -1.471  0.115
H: -27.564 3.131 -5.243  -0.243
H: -26.653 2.189 -6.451  0.161
H: -25.853 3.444 -5.451  0.425
H: -24.243 1.554 -4.688  0.394
H: -25.177 0.290 -5.577  0.262
H: -25.263 0.535 -2.516  -0.325
H: -23.997 -0.407 -3.254  0.538
H: -27.677 -0.755 -4.424  -0.673
H: -27.528 -0.158 -2.791  -0.018
H: -27.488 -3.112 -3.689  0.811
H: -28.842 -2.211 -2.985  -0.860
H: -27.411 -4.173 -0.404  -0.594
H: -26.850 -4.534 -2.086  0.462
H: -28.579 -4.398 -1.798  0.068
C: -26.500 -0.250 1.298  -0.208
O: -26.255 -1.327 2.183  -0.629
C: -26.761 -2.548 1.669  0.686
C: -26.738 -3.591 2.741  -0.839
O: -27.302 -4.779 2.146  0.118
C: -27.106 -5.953 2.940  -0.800
C: -27.740 -7.177 2.254  -0.287
O: -26.998 -7.843 1.279  -0.498
C: -26.688 -7.058 0.175  -0.223
H: -26.206 -0.567 0.303  0.359
H: -25.898 0.573 1.665  0.229
H: -27.578 -0.049 1.178  -0.001
H: -26.130 -2.830 0.815  0.432
H: -27.783 -2.369 1.315  -0.364
H: -27.331 -3.238 3.647  -0.163
H: -25.729 -3.771 3.105  0.563
H: -27.551 -5.810 3.927  0.449
H: -26.061 -6.153 3.109  0.420
H: -28.698 -6.859 1.788  0.016
H: -27.876 -7.939 3.025  0.404
H: -27.606 -6.697 -0.322  -0.361
H: -26.194 -7.683 -0.560  0.445
H: -26.058 -6.208 0.439  0.224
C: -33.109 10.102 -1.328  -0.810
O: -32.413 8.946 -1.672  -0.118
C: -33.055 8.048 -2.538  -1.081
C: -33.652 6.940 -1.698  0.791
O: -34.819 7.414 -1.001  -0.471
C: -35.304 6.448 -0.080  -0.330
C: -34.583 6.215 1.205  0.720
O: -34.395 7.413 1.877  -0.620
C: -33.648 7.301 3.068  -0.933
H: -33.435 10.646 -2.245  0.333
H: -32.481 10.802 -0.756  0.200
H: -34.033 9.833 -0.789  0.257
H: -32.247 7.589 -3.109  0.099
H: -33.789 8.542 -3.112  0.661
H: -32.911 6.492 -1.053  -0.377
H: -33.964 6.162 -2.399  0.279
H: -35.242 5.445 -0.525  0.175
H: -36.327 6.737 0.163  0.052
H: -33.614 5.740 0.937  -0.928
H: -35.119 5.497 1.843  0.939
H: -34.127 6.638 3.782  0.754
H: -33.645 8.274 3.533  0.303
H: -32.612 6.988 2.885  -0.085
C: -29.490 -7.747 -2.430  -0.652
O: -29.782 -6.390 -2.615  -0.032
C: -30.632 -6.154 -3.736  -1.277
C: -30.820 -4.690 -3.924  0.027
O: -31.877 -4.226 -3.052  -0.249
C: -31.938 -2.846 -2.933  1.036
C: -33.086 -2.476 -2.033  0.196
O: -34.339 -2.993 -2.434  -0.404
C: -34.703 -4.303 -2.031  -0.688
H: -30.430 -8.304 -2.140  0.295
H: -28.771 -7.728 -1.592  0.141
H: -29.020 -8.166 -3.340  0.311
H: -31.565 -6.643 -3.489  0.402
H: -30.257 -6.558 -4.669  0.474
H: -31.109 -4.400 -4.909  0.513
H: -29.856 -4.171 -3.781  -0.169
H: -32.124 -2.432 -3.926  0.584
H: -31.055 -2.413 -2.371  -0.626
H: -33.050 -1.393 -1.983  -0.245
H: -32.927 -2.785 -0.995  -0.369
H: -34.188 -4.540 -1.089  0.198
H: -34.473 -5.037 -2.800  0.251
H: -35.757 -4.224 -1.839  0.302
C: -34.370 -3.676 2.070  -1.069
O: -33.975 -2.342 1.808  0.644
C: -34.694 -1.432 2.606  0.231
C: -36.161 -1.255 2.166  -1.158
O: -36.189 -0.580 0.983  -0.041
C: -36.321 -1.396 -0.152  -0.097
C: -36.582 -0.516 -1.291  0.209
O: -37.938 -0.095 -1.140  -0.426
C: -38.252 0.941 -2.024  -0.663
H: -34.298 -3.983 3.120  0.299
H: -33.650 -4.345 1.613  0.090
H: -35.340 -3.991 1.695  0.320
H: -34.230 -0.464 2.551  -0.370
H: -34.651 -1.814 3.660  0.169
H: -36.649 -0.628 2.909  0.440
H: -36.639 -2.232 2.015  0.371
H: -37.073 -2.182 -0.081  0.472
H: -35.321 -1.900 -0.305  -0.224
H: -36.433 -0.993 -2.234  0.713
H: -35.973 0.352 -1.155  -0.596
H: -39.175 1.408 -1.653  0.262
H: -38.356 0.573 -3.065  0.316
H: -37.507 1.721 -2.043  0.149
C: -37.660 7.598 2.784  -0.650
O: -37.429 6.227 2.756  -0.238
C: -38.362 5.534 1.936  -0.486
C: -37.964 4.037 1.816  -0.826
O: -36.812 3.894 1.068  0.340
C: -36.237 2.607 1.059  -1.626
C: -34.887 2.692 0.391  2.274
O: -35.007 2.585 -0.979  -0.681
C: -33.790 2.788 -1.659  0.112
H: -38.534 7.750 3.453  0.318
H: -37.927 7.963 1.776  0.338
H: -36.705 7.987 3.050  0.058
H: -38.324 6.003 0.920  0.251
H: -39.390 5.664 2.296  0.437
H: -38.784 3.442 1.343  0.284
H: -37.820 3.662 2.838  0.359
H: -36.851 1.874 0.526  0.409
H: -36.150 2.250 2.101  0.417
H: -34.208 1.841 0.676  -0.554
H: -34.331 3.589 0.693  -0.834
H: -33.201 1.842 -1.607  -0.190
H: -33.197 3.521 -1.118  0.023
H: -33.978 3.060 -2.698  0.476
C: -31.141 6.357 5.364  -0.377
O: -31.409 5.287 6.231  -0.403
C: -32.712 4.847 6.095  0.214
C: -33.132 3.970 7.253  -1.102
O: -32.948 4.765 8.401  -0.314
C: -32.946 4.050 9.601  -0.624
C: -33.387 4.886 10.727  -0.623
O: -34.759 5.119 10.610  -0.291
C: -35.252 5.847 11.707  -0.761
H: -30.144 6.754 5.669  0.035
H: -31.892 7.161 5.447  0.693
H: -31.174 6.037 4.301  -0.156
H: -32.834 4.269 5.153  -0.010
H: -33.328 5.756 6.027  0.392
H: -32.576 3.044 7.258  0.532
H: -34.176 3.833 7.127  0.382
H: -31.934 3.692 9.823  0.373
H: -33.607 3.169 9.562  0.318
H: -32.890 5.853 10.734  0.355
H: -33.193 4.448 11.716  0.433
H: -34.674 6.776 11.793  0.331
H: -35.139 5.309 12.642  0.297
H: -36.307 6.096 11.464  0.223
C: -32.845 -0.172 5.445  -1.254
O: -31.725 -0.401 4.660  0.760
C: -30.882 -1.381 5.143  -1.225
C: -29.719 -1.590 4.201  -0.724
O: -30.078 -2.110 2.936  0.385
C: -30.453 -3.493 2.938  -1.363
C: -30.580 -3.896 1.498  2.841
O: -31.263 -5.136 1.415  -0.689
C: -31.067 -5.732 0.146  0.146
H: -33.329 -1.110 5.660  0.368
H: -33.413 0.659 4.984  0.153
H: -32.425 0.115 6.451  0.391
H: -31.498 -2.249 5.336  0.523
H: -30.451 -0.995 6.118  0.394
H: -29.016 -2.272 4.688  0.394
H: -29.192 -0.658 4.033  0.167
H: -31.372 -3.691 3.498  0.288
H: -29.720 -4.169 3.368  0.146
H: -29.575 -3.990 1.083  -0.595
H: -31.179 -3.205 0.905  -0.932
H: -30.032 -6.076 0.012  -0.529
H: -31.297 -4.976 -0.640  -0.093
H: -31.780 -6.555 0.070  0.566
C: -29.721 0.332 -0.982  0.938
O: -31.114 0.359 -0.962  1.094
C: -31.680 -0.265 0.181  1.152
C: -31.282 0.417 1.486  1.340
O: -31.338 1.813 1.423  0.626
C: -31.015 2.409 2.620  0.420
C: -30.752 3.883 2.438  0.627
O: -29.635 4.099 1.648  1.592
C: -29.937 4.222 0.260  0.422
H: -29.402 -0.687 -0.720  0.233
H: -29.317 1.074 -0.275  -0.684
H: -29.487 0.634 -1.994  -0.889
H: -31.371 -1.292 0.222  -0.797
H: -32.746 -0.302 0.004  -0.912
H: -30.275 0.067 1.840  -0.717
H: -31.948 0.104 2.310  -0.921
H: -30.056 1.954 2.941  -0.376
H: -31.736 2.344 3.476  -0.533
H: -30.586 4.334 3.397  -1.155
H: -31.617 4.412 2.057  0.060
H: -30.422 3.290 -0.089  -0.622
H: -28.998 4.424 -0.287  -0.769
H: -30.551 5.142 0.085  0.206

Values from the calculation:
largest force on an atom: 2.781 eV/Å
E: -5625.7089 a.u.
HOMO level: -7.58 eV
molecular weight: 1713.54 g mol⁻¹
energy relative to the best compared isomer or geometry (same formula, charge and spin): 0.0000 eV
HOMO-LUMO gap: 8.1086 eV